This record from the Open Molecules 2025 dataset describes C24H50BClF4P2Si2Tc as an isolated structure at a distorted geometry. The level of theory is ωB97M-V/def2-TZVPD.

Atoms and positions in Å:
Si (-3.14076, 0.82469, 2.07109)
H (4.86710, -1.97040, 0.91007)
F (2.79060, 1.20648, 2.05205)
H (0.60365, 1.92407, -1.97432)
C (0.13384, -5.20723, 0.22820)
C (4.91005, -1.99298, -0.19154)
C (2.10858, -2.84736, 0.84180)
C (0.54801, 0.81149, -2.04106)
C (1.81822, -2.86350, -2.01062)
H (-2.65629, 3.27668, 2.05938)
C (-2.67704, 2.75504, -0.91900)
H (-3.60135, -0.65539, 3.99475)
C (3.80352, -1.14978, -0.80063)
C (-2.14139, -0.69165, -0.39837)
H (1.58896, -2.77960, -4.16002)
Tc (-0.08755, -0.06196, -0.32308)
H (0.00181, 0.54331, -2.95058)
H (0.95645, -4.79962, 3.30510)
H (3.95348, 0.19637, 0.82575)
H (-0.69394, -5.75398, 0.70731)
H (1.48708, 3.15712, -0.29093)
H (1.26814, 3.57050, 1.47678)
H (1.77867, 4.77443, 0.30657)
H (3.20377, 0.79871, -0.68587)
H (0.67510, -1.51754, -3.31182)
H (-3.78147, 4.15803, 0.40562)
H (-1.88209, 1.71318, -2.67930)
P (2.00538, -1.68442, -0.56405)
F (1.20623, 1.15672, 0.24247)
C (1.61650, -2.07763, -3.31456)
H (3.14534, -4.49558, -1.28263)
C (4.00543, 0.21927, -0.25711)
H (2.59144, -4.63404, -2.94747)
H (-5.29107, 2.02468, 1.84970)
C (-1.25336, -1.82649, -0.61950)
H (4.94557, 0.72939, -0.50249)
B (3.32386, 2.32945, 1.53304)
H (-0.55302, 4.80135, 2.23109)
H (-2.86401, -0.31937, -1.11117)
Si (0.42409, -3.63893, 1.19306)
H (3.86228, -3.47178, -2.56156)
H (3.91187, -1.03774, -1.88431)
C (-0.77579, -2.26991, 0.69479)
C (-2.21158, -0.46412, 1.04995)
C (-3.44643, 4.05536, -0.63431)
C (-4.88689, 1.07344, 1.46973)
H (-1.37339, 3.40449, -2.57140)
C (-0.34794, 4.04794, 0.19467)
C (-2.21033, 2.71555, -2.38256)
H (4.88218, -3.02399, -0.54712)
H (2.42793, -1.35682, -3.49672)
H (-0.16747, 6.00717, 0.99051)
H (-1.20195, -2.41415, -1.52495)
F (3.38260, 3.42597, 2.25681)
Cl (1.98639, 2.48384, -4.59968)
C (2.92757, -3.91380, -2.18683)
H (-1.18831, -1.48961, 2.73920)
H (-0.13636, -5.03416, -0.82198)
H (0.88410, -3.39551, -1.77451)
C (-0.77090, 5.10826, 1.19148)
C (-1.37321, -1.42619, 1.66979)
C (-2.05992, 2.36922, 1.86259)
F (3.32576, 2.45345, 0.22358)
H (-4.98213, 1.06171, 0.37586)
H (-2.10936, 0.28145, 4.26048)
H (1.63869, 0.65233, -2.21799)
H (2.87209, -3.63253, 0.70414)
H (-3.36306, 1.91087, -0.74990)
P (-1.24194, 2.38842, 0.22894)
H (1.02621, -5.85148, 0.26280)
H (5.87212, -1.54298, -0.48264)
H (-2.86659, 4.94783, -0.91254)
H (0.55735, -3.08123, 3.60729)
H (-5.50720, 0.25855, 1.87536)
H (-4.35296, 4.05700, -1.25779)
H (-1.82752, 5.35854, 1.09041)
H (-0.74328, -4.25447, 3.28242)
H (-3.04404, 3.00663, -3.03742)
H (-0.41778, 4.37070, -0.84874)
C (0.28763, -3.97305, 3.02404)
H (-3.70611, 1.06507, 4.46143)
C (1.12848, 3.87847, 0.43232)
H (2.39913, -2.27242, 1.74005)
H (-1.27207, 2.32566, 2.63660)
C (-3.13605, 0.33297, 3.87112)

Total charge ... 0
E_HOMO (spin up / spin down) ... -0.229 / -0.230 Eh
Orbital gap (spin up / spin down) ... 0.1932 / 0.1593 Eh
<S²> ... 3.804
Multiplicity ... 4
Energy ... -3171.58166 hartree